(1)
Formula: C17H18NO2
Source: the Open Molecules 2025 dataset
Level of theory: ωB97M-V with the def2-TZVPD basis set

Last column: Mulliken charge in e.
Geometry (Å):
C: 4.106 -1.365 1.348  -0.79
O: 3.388 -0.109 1.328  -0.39
C: 2.028 -0.106 1.343  0.83
C: 1.391 1.163 1.384  -0.69
C: 0.031 1.243 1.529  -0.47
C: -0.747 0.067 1.645  0.54
C: -2.142 0.229 1.856  -0.06
O: -2.943 -0.735 1.532  -0.26
C: -4.375 -0.570 1.541  -0.62
C: -0.131 -1.205 1.481  -0.77
C: 1.237 -1.292 1.361  -0.28
H: 5.158 -1.070 1.351  0.24
H: 3.870 -1.943 2.251  0.35
H: 3.881 -1.959 0.452  0.35
H: 2.011 2.054 1.337  0.43
H: -0.492 2.196 1.562  0.40
H: -2.567 1.206 2.170  0.54
H: -4.760 -1.587 1.539  0.24
H: -4.711 -0.020 2.425  0.29
H: -4.692 -0.051 0.632  0.30
H: -0.761 -2.095 1.470  0.43
H: 1.717 -2.275 1.305  0.38
C: -4.182 6.644 6.693  -0.45
C: -5.286 5.917 6.235  -0.45
C: -5.228 4.522 6.175  -0.39
C: -4.054 3.863 6.551  0.78
C: -3.963 2.367 6.410  -0.93
N: -3.610 1.955 5.079  0.13
C: -3.258 1.668 3.997  -0.27
C: -2.971 4.581 7.069  -0.45
C: -3.032 5.975 7.129  -0.47
H: -4.217 7.733 6.713  0.37
H: -6.191 6.431 5.913  0.37
H: -6.081 3.925 5.839  0.35
H: -3.202 1.964 7.087  0.39
H: -4.931 1.907 6.641  0.36
H: -2.094 4.026 7.414  0.31
H: -2.175 6.535 7.504  0.36

## Properties
LUMO, eV: -4.40
ΔE to the lowest compared entry with this formula, charge and spin, kJ/mol: 219.99
F_max, eV/A: 2.696
E_tot, eV: -23497.288
Total charge: +1


(2)
Formula: C17H19Al2Br3ClF17N4O10PS2
Source: the Open Molecules 2025 dataset
Level of theory: ωB97M-V with the def2-TZVPD basis set

Last column: Mulliken charge in e.
Geometry (Å):
C: -4.548 4.146 0.128  -1.10
P: -5.422 2.796 1.036  -0.18
O: -6.923 2.754 0.245  -0.14
N: -4.563 1.278 0.818  0.38
C: -3.240 1.295 0.387  -0.80
C: -2.515 0.167 0.218  0.62
C: -1.061 0.353 -0.215  -1.00
C: -0.664 -0.421 -1.490  -0.89
C: 0.682 0.045 -2.073  0.80
F: 0.456 1.295 -2.538  -0.22
F: 1.029 -0.702 -3.164  -0.36
C: 1.832 0.164 -0.996  0.65
F: 1.753 1.367 -0.424  -0.25
F: 1.657 -0.811 -0.031  -0.38
C: 3.256 -0.075 -1.576  0.75
F: 3.359 -1.397 -1.916  -0.33
F: 3.436 0.635 -2.701  -0.27
C: 4.418 0.322 -0.595  0.51
F: 4.881 1.528 -1.002  -0.30
F: 4.050 0.472 0.696  -0.31
C: 5.649 -0.631 -0.617  0.46
F: 6.730 0.128 -0.053  -0.24
F: 6.059 -0.928 -1.840  -0.24
C: 5.523 -1.924 0.274  0.70
F: 4.275 -2.279 0.528  -0.18
F: 6.103 -1.656 1.484  -0.29
F: 6.188 -2.926 -0.285  -0.23
C: -3.086 -1.160 0.487  0.68
C: -2.273 -2.445 0.335  -0.43
N: -2.562 -3.454 1.375  -0.64
C: -4.384 -1.184 0.896  -0.06
O: -4.998 -2.360 1.182  -0.52
C: -5.145 0.078 1.057  -0.34
Br: -6.940 -0.092 1.743  -0.04
H: -3.502 4.257 0.448  0.49
H: -4.563 3.947 -0.964  0.33
H: -5.065 5.108 0.260  0.36
H: -7.514 3.099 0.933  0.36
H: -2.724 2.237 0.199  0.50
H: -0.439 0.105 0.666  0.25
H: -0.889 1.433 -0.384  0.48
H: -1.429 -0.202 -2.257  0.51
H: -0.605 -1.512 -1.380  0.20
H: -1.216 -2.148 0.446  0.23
H: -2.366 -2.857 -0.690  0.18
H: -3.101 -4.203 0.946  0.28
H: -1.689 -3.909 1.633  0.26
H: -5.007 -2.523 2.134  0.35
N: -7.593 2.729 -4.860  -0.34
S: -9.174 2.867 -5.010  1.11
O: -9.824 3.812 -4.133  -0.51
O: -9.894 1.676 -5.311  -0.58
F: -9.239 3.615 -6.388  -0.21
S: -7.168 2.068 -3.531  1.12
O: -5.799 2.226 -3.241  -0.49
O: -7.722 0.759 -3.190  -0.36
F: -7.863 3.030 -2.366  0.02
Al: 7.760 0.516 1.695  0.78
Br: -5.537 -0.290 -1.267  -0.30
F: 1.419 3.273 -1.243  -0.74
C: 10.624 -3.241 3.922  -1.14
C: 9.402 -2.678 3.112  -0.05
O: 9.231 -1.407 3.464  -0.56
H: 10.452 -3.199 4.995  0.32
H: 10.788 -4.289 3.653  0.37
H: 11.535 -2.695 3.698  0.32
H: 8.572 -3.387 3.317  0.22
H: 9.633 -2.892 2.048  0.25
F: -8.868 3.983 0.141  -0.24
Al: -8.557 1.637 -1.379  0.22
Br: -9.778 5.737 0.124  0.18
N: 13.280 -4.170 5.797  1.08
O: 14.280 -4.672 6.319  -0.62
O: 12.450 -3.563 6.481  -0.57
O: 13.114 -4.282 4.557  -0.55
Cl: -8.429 5.630 -4.770  -0.31

## Properties
LUMO, eV: -4.44
F_max, eV/A: 4.230
E_tot, eV: -357354.846
Total charge: -1


(3)
Formula: C17H19BN6O2Os
Source: the Open Molecules 2025 dataset
Level of theory: ωB97M-V with the def2-TZVPD basis set

Last column: Mulliken spin population.
Geometry (Å):
H: -2.679 -1.238 -2.388  0.00
N: -1.903 0.456 -1.289  0.04
B: -0.784 2.915 -1.080  -0.02
N: -1.685 1.803 -1.724  0.00
C: -2.586 2.050 -2.685  0.04
Os: -2.410 -0.237 0.436  2.69
H: -2.845 3.065 -2.942  0.00
C: -3.123 0.841 -3.134  0.01
H: -3.833 0.725 -3.916  0.00
C: -2.602 -0.166 -2.321  0.02
H: -1.252 3.995 -1.379  0.00
C: 3.672 -1.537 1.926  0.00
H: 3.357 -2.309 2.634  0.00
H: 2.821 -1.267 1.292  0.00
H: 3.994 -0.653 2.486  0.00
N: 0.794 3.139 -1.493  -0.02
N: -1.149 2.608 0.408  0.01
N: 1.620 2.041 -1.474  0.38
N: -1.289 1.309 0.999  0.05
C: 1.561 4.224 -1.871  0.33
C: -1.612 3.511 1.292  0.02
H: 1.158 5.220 -2.027  0.00
H: -1.890 4.517 0.968  0.00
C: 2.881 3.792 -2.008  0.33
C: -1.737 2.898 2.538  0.00
C: 2.866 2.418 -1.705  -0.03
C: -1.429 1.548 2.359  0.01
H: 3.757 4.352 -2.292  0.00
H: -2.053 3.374 3.452  0.00
H: 3.680 1.700 -1.637  0.00
H: -1.337 0.741 3.076  0.00
H: 4.455 -1.890 1.341  0.00
O: -0.975 -1.906 0.455  0.14
C: -1.971 -2.573 0.901  -0.03
O: -3.137 -1.950 0.799  0.00
C: -1.989 -3.865 1.584  0.00
C: -2.905 -4.009 2.634  0.00
C: -2.934 -5.174 3.401  0.00
C: -2.094 -6.249 3.086  0.00
C: -1.143 -6.081 2.072  0.00
C: -1.058 -4.890 1.347  0.00
H: -3.592 -3.187 2.846  0.00
H: -3.630 -5.247 4.234  0.00
H: -2.190 -7.206 3.612  0.00
H: -0.452 -6.896 1.852  0.00
H: -0.290 -4.728 0.593  0.00

## Properties
LUMO (alpha / beta), eV: -7.52 / -10.15
ΔE to the lowest compared entry with this formula, charge and spin, kJ/mol: 339.23
Multiplicity: 5
F_max, eV/A: 3.929
E_tot, eV: -34095.532
Total charge: +2


(4)
Formula: C17H19BrN4O
Source: the Open Molecules 2025 dataset
Level of theory: ωB97M-V with the def2-TZVPD basis set

Last column: Mulliken charge in e.
Geometry (Å):
O: 1.883 6.785 -1.069  -0.67
Br: 2.447 5.351 1.648  -0.07
N: 2.837 3.753 -2.768  -0.68
C: 2.255 5.583 -1.245  0.29
C: 3.000 2.985 -1.800  -0.26
C: 2.419 4.650 -0.119  0.13
C: 2.730 3.350 -0.414  0.43
C: -3.074 -3.044 -0.538  -0.52
C: -1.763 -3.593 -0.302  -0.85
C: -3.416 -1.983 0.292  -0.52
C: -0.921 -2.809 0.477  -0.49
C: -2.672 -1.362 1.276  0.82
C: -1.278 -1.706 1.293  0.82
N: 2.462 5.100 -2.552  0.09
N: 2.919 2.428 0.678  0.05
N: 1.229 -1.118 1.694  0.08
C: -3.287 -0.326 2.155  -1.12
C: -0.146 -1.199 2.240  -0.82
C: 3.586 1.089 0.649  -1.00
C: 1.680 1.898 1.199  -0.77
C: 1.550 -0.503 0.382  -0.81
C: 2.247 -0.436 2.400  -0.78
C: 2.307 0.447 1.141  0.89
H: 3.374 2.064 -2.228  0.43
H: -3.968 -3.402 -1.076  0.33
H: -1.492 -4.377 -1.000  0.35
H: -4.514 -1.674 0.336  0.09
H: 0.145 -3.027 0.629  0.36
H: 2.240 5.735 -3.307  0.27
H: -4.399 -0.322 1.899  0.37
H: -3.027 -0.609 3.219  0.28
H: -2.860 0.673 1.859  0.25
H: -0.441 -0.105 2.280  0.27
H: -0.173 -1.440 3.287  0.44
H: 4.310 1.023 1.485  0.30
H: 3.966 0.729 -0.271  0.31
H: 0.835 1.914 0.543  0.34
H: 1.436 2.213 2.261  0.26
H: 0.689 -0.117 -0.127  0.29
H: 2.104 -1.277 -0.211  0.24
H: 1.933 0.126 3.286  0.31
H: 3.077 -1.239 2.647  0.26

## Properties
LUMO, eV: -0.11
ΔE to the lowest compared entry with this formula, charge and spin, kJ/mol: 649.79
F_max, eV/A: 5.577
E_tot, eV: -95982.080